A 7-piece molecular cluster, C51H97ClN2O17S6 overall, computed with wB97M-V/def2-TZVPD.

Summary:
SMILES string   CCCCCCCCCCCCC[C@]1(Cl)[C@H](CN)OC(=O)[C@@]1(CCCCOC(C)=O)CCC(N)=O.O=S1(=O)CCCC1.O=S1(=O)CCCC1.O=S1(=O)CCCC1.O=S1(=O)CCCC1.O=S1(=O)CCCC1.O=S1(=O)CCCC1
E   -6239.37063 Ha

Geometry as XYZ:
```
174
Properties=species:S:1:pos:R:3:forces:R:3
C -3.303 11.825 1.547 -0.15 0.25 0.02
C -4.318 12.476 0.605 0.18 -0.24 -0.11
C -4.473 11.699 -0.720 -0.25 0.23 -0.04
C -5.855 11.052 -0.891 -0.02 0.02 -0.14
C -5.910 9.796 -1.766 -0.05 -0.09 0.10
C -4.864 8.732 -1.440 0.05 -0.01 -0.14
C -5.123 7.391 -2.160 0.03 -0.01 0.37
C -5.306 6.235 -1.176 0.15 0.05 -0.02
C -4.005 5.860 -0.441 0.07 -0.06 0.05
C -3.675 4.368 -0.498 -0.06 -0.02 0.08
C -2.684 3.920 0.575 0.27 0.08 -0.26
C -2.532 2.391 0.633 -0.04 0.13 -0.06
C -3.332 1.693 1.742 0.11 0.38 0.09
C -2.733 1.596 3.157 -0.32 -0.22 0.14
Cl -4.081 0.850 4.141 0.15 -0.16 -0.02
C -2.433 2.906 3.890 0.29 -0.03 0.09
C -3.448 4.044 3.962 0.00 0.21 -0.25
N -3.868 4.415 5.307 0.09 -0.15 0.05
O -1.158 3.291 3.314 -0.03 -0.06 0.25
C -0.430 2.147 3.246 -0.19 -0.02 0.01
O 0.755 2.152 3.111 0.20 0.02 -0.11
C -1.341 0.894 3.320 0.27 0.27 -0.24
C -0.858 -0.027 2.176 -0.16 -0.22 0.29
C 0.382 -0.887 2.465 -0.04 -0.02 -0.31
C 1.066 -1.182 1.126 -0.12 -0.17 0.00
C 2.001 -2.385 1.168 -0.05 -0.37 -0.04
O 3.202 -2.092 0.435 0.05 0.89 0.19
C 4.379 -2.423 1.017 -0.23 -0.31 -0.49
C 5.451 -1.398 0.800 0.07 -0.14 -0.11
O 4.513 -3.459 1.607 0.14 -0.06 0.53
C -1.130 0.232 4.701 -0.14 -0.05 0.04
C -1.707 -1.185 4.849 0.09 0.08 -0.13
C -0.843 -2.049 5.740 -0.14 -0.15 -0.31
N -0.876 -3.407 5.452 0.33 0.02 0.17
O -0.233 -1.610 6.684 0.01 0.13 0.35
H -3.020 12.523 2.337 -0.05 -0.04 0.04
H -2.390 11.546 1.017 -0.04 -0.06 -0.01
H -3.743 10.953 2.030 0.18 -0.09 -0.04
H -4.019 13.505 0.398 -0.03 0.00 0.03
H -5.285 12.507 1.113 0.02 0.19 -0.01
H -3.686 10.949 -0.797 0.00 0.02 0.06
H -4.324 12.397 -1.549 0.12 -0.15 -0.07
H -6.287 10.823 0.088 0.16 -0.09 0.03
H -6.519 11.797 -1.341 -0.10 -0.01 0.15
H -5.842 10.060 -2.827 0.06 0.00 0.02
H -6.896 9.338 -1.628 -0.02 0.07 -0.10
H -4.849 8.568 -0.356 0.03 0.04 -0.02
H -3.874 9.097 -1.716 0.01 0.02 0.10
H -4.268 7.149 -2.797 -0.17 0.02 -0.20
H -6.017 7.481 -2.782 0.10 -0.01 -0.11
H -6.060 6.524 -0.438 -0.11 -0.13 -0.09
H -5.679 5.355 -1.708 -0.06 0.04 0.02
H -4.056 6.155 0.611 -0.04 0.08 -0.05
H -3.168 6.418 -0.876 0.00 0.03 0.09
H -3.240 4.132 -1.476 -0.17 -0.08 -0.03
H -4.599 3.783 -0.418 0.02 0.02 0.07
H -2.972 4.345 1.535 -0.04 -0.10 -0.02
H -1.711 4.359 0.337 -0.02 0.06 0.11
H -1.477 2.128 0.653 -0.03 -0.02 0.09
H -2.910 1.995 -0.312 0.08 -0.12 0.03
H -3.605 0.686 1.428 0.14 -0.04 0.03
H -4.276 2.235 1.857 -0.03 -0.09 -0.06
H -2.201 2.641 4.925 -0.19 -0.01 0.03
H -4.338 3.800 3.379 0.01 -0.03 0.03
H -3.004 4.928 3.502 0.00 -0.04 -0.02
H -3.074 4.753 5.839 -0.03 0.03 0.00
H -4.223 3.603 5.801 -0.08 0.04 -0.03
H -0.609 0.556 1.293 -0.19 0.15 0.06
H -1.663 -0.690 1.858 -0.09 0.10 0.04
H 0.089 -1.838 2.921 0.06 0.05 0.13
H 1.081 -0.382 3.130 0.01 -0.05 0.02
H 0.279 -1.365 0.386 0.09 0.11 -0.09
H 1.623 -0.302 0.800 -0.02 -0.01 0.00
H 1.524 -3.255 0.710 0.06 -0.07 0.06
H 2.265 -2.659 2.191 0.07 0.04 -0.03
H 5.239 -0.779 -0.068 -0.01 0.00 0.02
H 5.489 -0.764 1.688 -0.03 0.02 -0.03
H 6.413 -1.895 0.695 -0.01 0.02 0.01
H -0.060 0.196 4.901 0.01 0.02 -0.05
H -1.553 0.849 5.493 0.06 0.04 -0.01
H -2.690 -1.149 5.320 0.03 -0.04 0.02
H -1.869 -1.681 3.891 0.02 0.04 -0.01
H -0.292 -3.928 6.094 0.03 -0.01 -0.08
H -0.690 -3.649 4.489 -0.33 -0.03 -0.04
C -1.913 10.234 6.405 0.00 0.03 -0.03
C -1.372 11.655 6.201 -0.03 -0.01 0.00
C -2.405 12.422 5.369 0.16 0.01 0.04
S -4.002 11.673 5.738 0.09 0.01 0.12
O -4.513 11.042 4.547 -0.05 0.03 0.00
O -4.816 12.601 6.479 -0.07 -0.02 -0.05
C -3.367 10.400 6.828 0.07 -0.09 0.04
H -1.342 9.686 7.154 0.01 0.00 -0.01
H -1.861 9.675 5.468 -0.01 -0.01 0.00
H -1.244 12.139 7.172 -0.02 0.00 0.01
H -0.401 11.652 5.707 0.00 0.00 0.01
H -2.464 13.478 5.621 -0.05 0.01 -0.04
H -2.237 12.302 4.301 -0.05 -0.03 0.00
H -3.978 9.508 6.706 -0.05 0.03 -0.02
H -3.450 10.777 7.847 -0.02 0.01 -0.01
C 4.606 -6.423 -1.410 -0.02 0.03 -0.03
C 5.335 -7.632 -2.001 0.10 0.02 0.01
C 6.688 -7.139 -2.530 -0.08 -0.09 0.05
S 7.115 -5.703 -1.526 -0.17 -0.17 -0.03
O 7.135 -4.536 -2.376 0.09 0.08 0.05
O 8.251 -5.993 -0.677 0.05 0.14 -0.09
C 5.620 -5.685 -0.546 -0.14 -0.05 -0.03
H 3.732 -6.722 -0.834 -0.01 -0.01 -0.02
H 4.267 -5.767 -2.217 -0.02 0.01 0.01
H 5.494 -8.381 -1.222 0.00 0.01 0.01
H 4.755 -8.096 -2.791 0.11 -0.06 0.02
H 7.478 -7.883 -2.451 0.04 0.03 -0.04
H 6.624 -6.790 -3.558 0.01 0.06 0.02
H 5.351 -4.657 -0.326 0.12 0.01 0.03
H 5.831 -6.218 0.380 0.02 0.01 0.01
C -1.386 -3.496 -1.690 0.05 0.02 0.04
C -2.129 -4.242 -0.576 0.00 0.02 0.01
C -2.835 -3.188 0.284 0.01 -0.15 0.03
S -3.173 -1.798 -0.815 0.00 -0.09 -0.02
O -2.395 -0.665 -0.366 -0.08 -0.04 -0.19
O -4.591 -1.658 -1.015 0.02 0.07 -0.02
C -2.384 -2.496 -2.263 0.08 -0.10 0.01
H -1.032 -4.176 -2.462 -0.01 0.01 0.00
H -0.525 -2.966 -1.274 0.00 0.01 -0.01
H -2.865 -4.917 -1.017 -0.01 0.02 -0.01
H -1.452 -4.844 0.028 -0.01 -0.01 -0.01
H -3.781 -3.523 0.701 -0.01 0.04 0.01
H -2.192 -2.813 1.080 0.00 0.06 -0.03
H -1.931 -1.684 -2.829 -0.06 0.07 0.04
H -3.151 -2.988 -2.859 0.00 -0.01 0.01
C -0.179 -9.834 -4.247 0.04 0.04 -0.02
C 0.078 -8.730 -5.283 0.02 -0.01 0.06
C 1.265 -7.901 -4.781 -0.01 -0.17 0.07
S 2.266 -9.020 -3.785 -0.40 0.03 -0.34
O 2.246 -8.561 -2.417 0.08 0.01 0.12
O 3.519 -9.282 -4.447 0.16 -0.01 0.09
C 1.184 -10.439 -3.929 -0.12 -0.08 0.04
H -0.868 -10.589 -4.622 -0.01 -0.01 0.01
H -0.613 -9.403 -3.342 0.00 -0.01 0.01
H 0.324 -9.183 -6.245 0.02 -0.02 0.00
H -0.798 -8.100 -5.430 0.05 0.02 0.01
H 1.890 -7.516 -5.583 0.01 0.05 0.09
H 0.953 -7.088 -4.129 0.08 -0.13 -0.04
H 1.224 -10.998 -2.997 0.06 0.01 0.01
H 1.560 -11.048 -4.751 0.02 0.01 0.00
C 11.054 -8.653 0.063 0.04 -0.07 -0.03
C 12.022 -8.812 -1.117 -0.02 0.00 0.00
C 11.549 -10.017 -1.939 0.13 0.09 0.00
S 9.768 -10.123 -1.680 0.01 0.03 -0.01
O 9.472 -11.356 -0.995 -0.01 -0.01 -0.02
O 9.071 -9.795 -2.901 -0.05 -0.03 0.01
C 9.655 -8.762 -0.532 0.11 0.03 0.13
H 11.187 -7.701 0.573 -0.01 0.01 -0.01
H 11.215 -9.453 0.790 -0.01 0.00 0.01
H 11.992 -7.912 -1.733 -0.02 0.00 0.00
H 13.050 -8.949 -0.783 0.00 0.00 -0.01
H 11.728 -9.910 -3.006 -0.03 -0.04 -0.01
H 11.974 -10.954 -1.584 -0.06 -0.02 0.02
H 8.878 -8.978 0.197 -0.05 -0.04 -0.07
H 9.397 -7.867 -1.095 0.00 -0.01 0.03
C -1.636 -2.863 -7.592 0.02 0.03 0.06
C -0.307 -2.292 -7.078 -0.01 -0.04 -0.01
C -0.059 -2.894 -5.690 0.07 0.09 -0.07
S -0.880 -4.497 -5.691 -0.11 0.27 -0.11
O -1.958 -4.472 -4.729 0.03 -0.07 0.00
O 0.095 -5.556 -5.636 -0.09 0.09 -0.06
C -1.575 -4.364 -7.335 -0.03 0.04 -0.10
H -1.786 -2.650 -8.649 0.00 0.00 0.00
H -2.470 -2.425 -7.040 -0.01 -0.01 -0.01
H 0.501 -2.578 -7.754 0.00 -0.02 0.00
H -0.325 -1.205 -7.031 0.01 0.00 0.00
H 0.993 -3.057 -5.469 -0.01 -0.02 0.04
H -0.515 -2.302 -4.899 -0.04 -0.05 0.02
H -2.541 -4.864 -7.341 0.01 -0.03 0.05
H -0.887 -4.866 -8.015 0.01 -0.01 0.01
```
Forces are in eV/Å.